Density functional theory data (the ωB97M-V functional and the def2-TZVPD basis) for a cluster of 13 separate species, C16H58O13 in total at a distorted geometry.

As for the HOMO-LUMO gap: 9.21 eV. For the energy above the lowest of the compared OMol25 structures with the same formula, charge and spin, the calculation gives 5.619 eV.

XYZ file:
```
87
Properties=species:S:1:pos:R:3:lowdin_charge:R:1
O 2.475 1.019 -3.211 -0.0891
O -1.973 2.031 -4.504 -0.1027
O 4.121 -1.096 1.010 -0.0628
O -0.445 -1.514 2.750 -0.1458
O -1.264 -2.672 0.293 -0.1394
O 2.373 5.089 -1.487 -0.1257
O -0.241 0.606 0.841 -0.1004
O -4.279 1.115 1.716 -0.0678
O 0.633 -3.447 -1.557 -0.1256
O -0.998 1.163 3.523 -0.1441
O 2.038 1.651 1.866 -0.1364
O -2.069 3.034 1.815 -0.1288
O 0.041 -2.627 -4.059 -0.0715
C -1.656 -1.286 -3.194 -0.0431
C 0.158 1.328 4.363 -0.1517
C 2.720 -2.893 1.929 -0.0548
C 2.799 -1.415 1.405 -0.2821
C -1.037 2.187 -3.472 -0.1830
C 2.729 2.036 0.730 -0.1304
C -3.583 -0.060 2.066 -0.2819
C -0.284 -1.327 -3.912 -0.3192
C -0.880 3.724 1.860 -0.1737
C 3.055 0.174 -2.306 -0.1873
C -0.300 0.571 -0.567 -0.1295
C -0.855 -2.760 3.317 -0.1289
C 2.018 -3.268 -1.395 -0.1283
C -2.561 -2.841 -0.235 -0.1456
C -4.676 -1.153 1.953 -0.0707
C 1.196 4.273 -1.577 -0.1493
H -4.932 -1.131 0.948 0.0416
H 3.011 1.755 -3.417 0.0679
H -0.316 3.419 2.700 0.0353
H -1.100 4.828 1.973 0.1085
H 2.530 -3.481 -2.323 0.0874
H 1.825 -3.463 1.682 0.0517
H -0.061 1.329 5.467 0.0873
H -1.867 2.098 1.852 0.0259
H -1.529 2.346 -2.559 0.0577
H -2.759 2.536 -4.237 0.0951
H 3.217 -0.754 -2.782 0.0700
H -4.494 1.570 2.534 0.0928
H 2.342 -4.008 -0.695 0.0784
H -3.181 0.017 3.073 0.1091
H 0.641 0.850 1.117 0.0212
H -0.424 3.121 -3.542 0.0765
H 0.073 1.537 -1.013 0.0810
H -0.370 1.315 -3.222 0.0695
H 4.286 -1.388 0.130 0.0577
H -0.277 -0.768 -4.792 0.1066
H -0.762 -2.837 4.424 0.0847
H -1.971 -2.964 3.102 0.0927
H 1.381 3.316 -2.102 0.0557
H 3.603 1.477 0.621 0.0611
H -0.996 0.190 3.338 0.0456
H 0.701 4.152 -0.631 0.0544
H 0.377 -0.181 -0.987 0.0669
H -2.506 -3.503 -1.110 0.0873
H -0.243 -3.580 2.829 0.0790
H -2.237 -2.252 -3.243 0.1019
H 2.381 0.174 -1.416 0.0522
H 3.490 -3.467 1.461 0.0528
H -2.234 -0.473 -3.666 0.0730
H 2.858 -3.087 2.991 0.0730
H 0.516 -0.955 -3.322 0.0824
H 2.877 3.099 0.755 0.0917
H 0.628 4.832 -2.311 0.0746
H 2.249 -2.236 -1.160 0.0473
H 2.068 -1.179 0.665 0.0732
H -0.579 -1.535 1.832 0.0034
H 2.512 5.500 -2.345 0.0709
H -0.343 3.403 0.951 0.0581
H -4.397 -2.159 2.177 0.0442
H -5.629 -0.983 2.440 0.0755
H 2.608 -0.720 2.197 0.0884
H 2.068 1.786 -0.124 0.0670
H -2.917 -1.849 -0.618 0.0747
H -2.830 -0.185 1.363 0.0723
H -3.373 -3.075 0.446 0.0611
H 0.637 2.319 4.315 0.0665
H -1.240 0.334 -0.846 0.0345
H 2.611 1.835 2.632 0.1199
H -1.631 -1.035 -2.161 0.0092
H -0.246 -2.907 -4.935 0.1253
H -0.600 -2.926 -0.386 0.0485
H 0.931 0.611 4.198 0.0575
H 3.949 0.610 -1.848 0.0968
H 0.413 -2.940 -2.383 0.0549
```

=====

Density functional theory data (the ωB97M-V functional and the def2-TZVPD basis) for a cluster of 14 separate species, C16H60N12O14 in total at a distorted geometry.

As for the HOMO-LUMO gap: 7.52 eV. For the energy above the lowest of the compared OMol25 structures with the same formula, charge and spin, the calculation gives 4.171 eV.

XYZ file:
```
102
Properties=species:S:1:pos:R:3:lowdin_charge:R:1
O -4.766 -1.381 -18.488 -0.1401
O -6.578 -5.544 -14.102 -0.1680
O -5.420 -3.415 -12.771 -0.0832
O -3.678 2.915 -13.039 -0.0632
O -7.846 -1.455 -12.104 -0.0729
O -7.592 1.045 -16.661 -0.1446
O -4.955 1.086 -20.200 -0.0901
O -6.850 -1.976 -15.148 -0.0622
O -10.177 -3.856 -12.789 -0.1128
O -1.552 -0.543 -17.762 -0.0356
O -5.764 -7.875 -16.835 -0.1269
O 1.241 -2.929 -18.202 -0.1568
O -2.578 -3.988 -15.560 -0.1464
O -7.714 -2.312 -17.690 -0.1080
N -5.497 -0.336 -16.157 0.1094
N -2.336 -6.415 -15.079 0.1944
N 0.830 -4.189 -16.170 0.1076
N -3.733 -6.942 -17.547 0.1132
N -0.712 -2.786 -16.845 0.1178
N -0.908 -4.895 -14.337 0.1299
N -4.997 -5.658 -16.332 0.1611
N -2.288 -0.552 -15.514 0.1484
N -4.562 1.991 -15.025 0.1091
N -3.016 1.001 -16.860 0.1315
N -4.567 -1.885 -15.069 0.1708
N -3.795 0.648 -13.556 0.1503
C -4.841 -6.838 -16.903 -0.6556
C -8.867 0.454 -16.571 -0.0786
C -2.282 -0.067 -16.754 -0.5930
C -7.939 -4.558 -16.975 -0.0655
C -3.963 1.859 -13.843 -0.6400
C -6.133 -6.807 -13.712 -0.1405
C -7.712 0.716 -13.217 -0.0739
C -9.674 -3.475 -14.050 -0.1620
C -4.317 -4.192 -12.417 -0.1298
C -5.696 1.607 -19.142 -0.2027
C 0.506 -3.220 -17.050 -0.5847
C -1.987 -5.126 -14.981 -0.5343
C -4.079 -2.587 -18.288 -0.1453
C -7.129 -0.200 -12.123 -0.2808
C -5.675 -1.378 -15.435 -0.6411
C -8.703 -3.244 -17.393 -0.3161
H -3.150 -6.609 -15.765 0.0916
H -3.527 0.501 -12.552 0.1789
H -7.236 0.399 -14.165 0.0432
H -7.406 1.722 -13.148 0.0524
H -3.411 1.616 -16.053 0.0820
H 1.755 -4.620 -16.288 0.1083
H -4.372 -4.870 -16.385 0.0598
H -1.081 -1.995 -17.462 0.0554
H -3.659 -3.859 -11.656 0.0857
H -9.516 -2.412 -14.167 0.0684
H -9.524 -4.518 -12.461 0.0905
H -7.312 -4.701 -17.911 0.0986
H -3.171 -6.074 -17.863 0.1764
H -3.539 -4.282 -13.129 0.0526
H -1.423 -3.163 -16.194 0.0149
H -2.866 1.537 -17.802 0.1915
H -8.570 -5.418 -16.877 0.0643
H -6.154 -4.825 -13.556 0.0621
H -7.244 0.207 -11.111 0.1169
H -5.465 2.633 -18.893 0.0754
H -5.467 0.899 -18.358 0.0312
H -10.433 -3.778 -14.714 0.0704
H -7.391 -4.341 -16.047 0.0282
H -7.424 -1.992 -16.801 0.0227
H -7.602 1.983 -16.781 0.1008
H -6.357 -6.932 -12.681 0.0719
H -4.531 0.039 -16.386 0.0929
H -9.418 -3.477 -18.204 0.1171
H -6.460 -7.616 -14.314 0.0754
H -2.661 -0.044 -14.676 0.0908
H -3.039 -2.349 -18.565 0.0754
H -0.804 -3.946 -13.964 0.1649
H -3.520 -7.853 -18.034 0.1602
H -6.804 1.557 -19.321 0.0953
H -5.023 -6.680 -13.728 0.0725
H -8.980 -0.307 -15.809 0.0786
H -9.460 1.286 -16.333 0.0770
H -2.051 -7.213 -14.484 0.1473
H -1.566 -1.215 -15.442 0.0891
H -5.160 -1.027 -17.638 0.0168
H -7.711 -1.699 -13.020 0.0210
H -4.579 -5.156 -12.132 0.0638
H -4.556 -2.850 -14.677 0.1138
H -5.849 -3.055 -12.030 0.0756
H -6.378 0.198 -16.453 0.0788
H -5.225 1.291 -15.297 0.0558
H -8.844 -4.077 -14.187 0.0438
H -4.215 -0.220 -13.940 0.0989
H -4.893 3.025 -15.258 0.2120
H -4.466 -3.301 -19.030 0.0894
H -9.017 0.122 -17.593 0.0987
H -0.362 -5.658 -13.975 0.1479
H -4.206 -2.961 -17.268 0.0445
H -5.828 -5.483 -15.645 0.1007
H -8.821 0.760 -13.137 0.1036
H 0.190 -4.557 -15.405 0.0281
H -6.060 -0.214 -12.360 0.0801
H -3.661 -1.498 -15.382 0.0561
H -4.937 1.825 -20.832 0.0901
H -9.315 -2.847 -16.632 0.0618
```

=====

Density functional theory data (the ωB97M-V functional and the def2-TZVPD basis) for a cluster of 14 separate species, C16H64N4O14 in total at a distorted geometry.

As for the HOMO-LUMO gap: 9.27 eV. For the energy above the lowest of the compared OMol25 structures with the same formula, charge and spin, the calculation gives 4.627 eV.

XYZ file:
```
98
Properties=species:S:1:pos:R:3:lowdin_charge:R:1
O -14.876 14.294 -15.982 -0.0556
O -22.898 13.813 -20.081 -0.2235
O -12.559 21.351 -24.355 -0.2211
O -24.514 3.671 -24.924 -0.2119
O -20.738 12.877 -25.427 -0.0555
O -21.137 7.399 -24.544 -0.0548
O -27.390 18.783 -26.671 -0.0541
O -29.489 12.256 -16.349 -0.0553
O -22.020 7.185 -16.466 -0.0547
O -17.366 8.965 -20.736 -0.0548
O -23.474 17.656 -23.753 -0.0528
O -34.756 20.278 -19.441 -0.2133
O -28.423 9.437 -12.665 -0.0533
O -18.249 10.381 -15.613 -0.0565
N -22.828 1.309 -24.410 0.0211
N -25.034 10.864 -19.475 0.0271
N -33.586 19.795 -22.907 0.0182
N -15.303 23.721 -23.602 0.0142
C -33.982 20.564 -20.585 -0.2182
C -24.571 11.968 -20.262 -0.4815
C -34.092 19.350 -21.583 -0.4023
C -34.582 21.110 -18.279 -0.0891
C -22.803 0.797 -26.749 -0.0650
C -25.714 12.795 -20.721 -0.0802
C -22.129 14.790 -19.370 -0.0846
C -22.903 1.979 -25.717 -0.4013
C -15.423 21.255 -23.496 -0.0843
C -14.518 22.458 -23.477 -0.3936
C -13.518 22.314 -24.706 -0.2123
C -11.662 20.908 -25.450 -0.0512
C -24.250 2.633 -25.902 -0.2190
C -33.255 18.180 -21.019 -0.0547
C -23.556 12.718 -19.420 -0.1804
C -25.828 4.276 -25.040 -0.0958
H -26.551 3.633 -24.538 0.0829
H -34.377 21.455 -21.074 0.1141
H -24.185 11.533 -21.183 0.1428
H -21.125 12.057 -25.121 0.0278
H -21.319 7.837 -16.487 0.0252
H -25.707 10.266 -19.931 0.0749
H -29.962 12.973 -15.928 0.0288
H -33.699 20.676 -17.808 0.0801
H -16.162 21.196 -22.697 0.0740
H -25.342 13.502 -21.463 0.0785
H -26.719 18.364 -26.132 0.0264
H -23.489 16.972 -23.084 0.0228
H -14.022 22.572 -22.513 0.1297
H -14.829 20.347 -23.600 0.0766
H -33.700 18.088 -20.028 0.0695
H -22.642 15.142 -18.476 0.0838
H -25.610 11.265 -18.749 0.0684
H -32.953 20.767 -20.290 0.1196
H -17.843 9.676 -15.108 0.0279
H -29.939 12.129 -17.184 0.0276
H -11.034 20.046 -25.224 0.0862
H -32.193 18.416 -20.958 0.0814
H -12.298 20.668 -26.302 0.0742
H -20.521 6.947 -23.968 0.0293
H -22.805 17.369 -24.375 0.0298
H -19.794 12.745 -25.338 0.0276
H -22.778 12.050 -19.052 0.1229
H -22.141 15.542 -20.159 0.0847
H -14.770 15.244 -15.924 0.0279
H -28.647 8.558 -12.972 0.0279
H -17.413 9.036 -19.783 0.0274
H -34.500 22.196 -18.328 0.0869
H -35.132 19.061 -21.735 0.1335
H -21.927 6.859 -24.521 0.0246
H -22.692 1.362 -27.674 0.0671
H -14.656 24.496 -23.622 0.0570
H -14.160 14.008 -16.550 0.0279
H -14.067 22.151 -25.633 0.1218
H -22.654 7.493 -17.112 0.0281
H -12.856 23.157 -24.906 0.1136
H -26.201 13.222 -19.844 0.0865
H -26.130 4.378 -26.083 0.0762
H -23.708 0.201 -26.866 0.0715
H -33.577 17.268 -21.521 0.0756
H -26.460 12.323 -21.360 0.0783
H -17.797 11.173 -15.324 0.0288
H -11.167 21.803 -25.826 0.0769
H -33.861 20.669 -23.332 0.0609
H -22.688 1.897 -23.600 0.0668
H -22.071 2.676 -25.819 0.1409
H -23.674 0.762 -24.344 0.0694
H -15.807 23.897 -22.745 0.0612
H -21.129 14.403 -19.170 0.0829
H -16.091 21.180 -24.355 0.0773
H -35.368 20.759 -17.610 0.0844
H -27.169 18.530 -27.568 0.0269
H -21.979 0.087 -26.675 0.0746
H -24.270 3.182 -26.843 0.1194
H -18.064 9.537 -21.054 0.0271
H -28.717 10.018 -13.366 0.0240
H -25.895 5.300 -24.674 0.0805
H -24.051 13.174 -18.562 0.1220
H -25.128 1.988 -25.919 0.1236
H -32.630 20.019 -22.668 0.0533
```

=====

Question: What is the HOMO-LUMO gap in the second record?
Answer: 7.52 eV

=====

Question: Number 2 is which compound?
Answer: C16H60N12O14